# 1
{
  "formula": "C29H37CsN10O3S",
  "method": "the ωB97M-V functional and the def2-TZVPD basis",
  "species": ["Cs", "O", "C", "N", "C", "C", "C", "C", "C", "C", "N", "C", "C", "C", "C", "C", "N", "H", "H", "H", "H", "H", "H", "H", "H", "H", "H", "C", "O", "C", "O", "N", "N", "H", "H", "H", "H", "H", "H", "S", "C", "C", "C", "N", "C", "C", "C", "C", "C", "N", "C", "C", "H", "H", "H", "H", "H", "H", "H", "H", "C", "N", "C", "C", "N", "N", "C", "C", "H", "H", "H", "H", "H", "H", "H", "H", "H", "H", "H", "H", "H"],
  "positions_angstrom": [[-1.678, -1.379, -0.115], [3.318, -2.260, 0.829], [2.116, -2.315, 0.462], [1.051, -1.976, 1.154], [1.428, -1.556, 2.481], [0.285, -1.145, 3.372], [0.497, -1.092, 4.754], [-0.503, -0.632, 5.585], [-1.712, -0.239, 5.023], [-1.844, -0.341, 3.652], [-0.880, -0.778, 2.838], [1.881, -2.874, -0.936], [2.928, -3.572, -1.534], [2.759, -4.104, -2.799], [1.541, -3.930, -3.437], [0.553, -3.228, -2.766], [0.704, -2.710, -1.550], [2.129, -0.703, 2.449], [2.005, -2.334, 2.999], [1.452, -1.410, 5.153], [-0.349, -0.583, 6.656], [-2.530, 0.126, 5.629], [-2.777, -0.058, 3.173], [3.849, -3.673, -0.978], [3.562, -4.649, -3.279], [1.353, -4.324, -4.427], [-0.413, -3.072, -3.239], [-6.670, -2.710, -2.326], [-5.975, -1.613, -2.925], [-5.023, -1.058, -2.145], [-4.764, -1.433, -1.025], [-4.437, -0.036, -2.819], [-3.361, 0.655, -2.258], [-7.393, -3.036, -3.066], [-7.174, -2.393, -1.415], [-5.978, -3.516, -2.088], [-4.689, 0.095, -3.785], [-3.585, 1.641, -2.212], [-2.513, 0.518, -2.815], [3.946, -0.145, -3.637], [2.198, 0.014, -3.491], [1.411, -0.435, -4.551], [0.038, -0.328, -4.453], [-0.595, 0.192, -3.399], [0.167, 0.620, -2.390], [1.550, 0.553, -2.389], [4.469, 0.481, -2.054], [4.456, -0.339, -0.939], [4.792, 0.217, 0.290], [5.150, 1.491, 0.448], [5.185, 2.257, -0.641], [4.850, 1.809, -1.909], [1.862, -0.871, -5.434], [-0.588, -0.680, -5.266], [-0.343, 1.057, -1.533], [2.098, 0.903, -1.528], [4.153, -1.376, -0.976], [4.748, -0.406, 1.175], [5.484, 3.289, -0.492], [4.871, 2.480, -2.757], [1.174, 1.802, 0.898], [0.221, 2.322, 1.862], [0.633, 2.242, 3.255], [-1.096, 2.353, 1.495], [-1.472, 1.814, 0.385], [-1.946, 2.989, 2.406], [-1.579, 4.324, 2.862], [-3.367, 2.855, 2.177], [2.181, 2.034, 1.245], [1.014, 2.287, -0.064], [1.080, 0.717, 0.769], [1.226, 1.341, 3.410], [-0.237, 2.189, 3.906], [1.244, 3.103, 3.541], [-2.435, 2.050, 0.172], [-0.501, 4.438, 2.886], [-1.972, 4.496, 3.865], [-1.988, 5.092, 2.193], [-3.723, 3.467, 1.336], [-3.896, 3.179, 3.073], [-3.625, 1.814, 1.983]],
  "lowdin_charge": [0.947, -0.078, -0.543, -0.033, -0.223, -0.278, -0.033, -0.071, -0.075, -0.163, 0.044, -0.198, -0.020, -0.059, -0.073, -0.172, 0.033, 0.115, 0.124, 0.117, 0.106, 0.100, 0.095, 0.116, 0.107, 0.101, 0.101, -0.045, -0.039, -0.595, -0.006, -0.002, 0.026, 0.092, 0.095, 0.095, 0.150, 0.088, 0.034, 1.024, -0.497, -0.101, -0.152, 0.035, -0.174, -0.053, -0.532, -0.066, -0.119, 0.065, -0.153, -0.087, 0.107, 0.110, 0.049, 0.088, 0.078, 0.105, 0.102, 0.103, -0.056, -0.144, -0.052, -0.469, 0.094, -0.172, -0.059, -0.084, 0.091, 0.079, 0.076, 0.075, 0.083, 0.090, 0.018, 0.074, 0.091, 0.092, 0.092, 0.091, 0.077],
  "relative_energy_kcal_mol": 0.0
}


# 2
{
  "formula": "C29H37F8N3OS",
  "method": "the ωB97M-V functional and the def2-TZVPD basis",
  "species": ["H", "N", "C", "C", "C", "C", "C", "C", "C", "C", "C", "C", "S", "C", "C", "C", "C", "C", "C", "O", "C", "C", "F", "F", "C", "F", "F", "C", "F", "F", "C", "F", "F", "C", "C", "N", "H", "H", "H", "H", "H", "H", "H", "H", "H", "H", "H", "H", "H", "H", "H", "H", "H", "H", "H", "H", "H", "C", "C", "N", "C", "C", "C", "C", "H", "H", "H", "H", "H", "H", "H", "H", "H", "H", "H", "H", "H", "H", "H"],
  "positions_angstrom": [[1.894, -3.756, 2.288], [1.124, -3.888, 1.631], [1.282, -3.111, 0.642], [0.284, -3.098, -0.465], [2.428, -2.134, 0.511], [1.878, -0.713, 0.479], [2.268, 0.183, -0.514], [1.761, 1.485, -0.572], [2.210, 2.431, -1.643], [0.847, 1.890, 0.409], [0.462, 0.982, 1.408], [0.963, -0.313, 1.455], [-0.695, 1.550, 2.632], [-1.740, 2.501, 1.559], [-3.121, 2.529, 1.711], [-3.885, 3.304, 0.838], [-3.284, 4.027, -0.193], [-4.061, 4.856, -1.202], [-5.482, 5.200, -0.836], [-6.290, 4.043, -0.895], [-7.602, 4.248, -0.450], [-8.052, 3.062, 0.378], [-7.367, 3.028, 1.539], [-9.356, 3.248, 0.679], [-7.895, 1.698, -0.332], [-6.628, 1.278, -0.171], [-8.124, 1.877, -1.637], [-8.833, 0.581, 0.192], [-8.856, 0.639, 1.528], [-10.068, 0.788, -0.275], [-8.376, -0.821, -0.228], [-8.543, -0.936, -1.556], [-9.166, -1.717, 0.382], [-1.893, 3.983, -0.330], [-1.116, 3.234, 0.547], [0.312, 3.221, 0.411], [-0.262, -4.033, -0.510], [-0.436, -2.301, -0.290], [0.758, -2.879, -1.418], [3.117, -2.257, 1.342], [2.929, -2.312, -0.437], [2.975, -0.144, -1.263], [3.148, 2.909, -1.370], [2.329, 1.934, -2.601], [1.490, 3.229, -1.779], [0.654, -1.006, 2.220], [-3.587, 1.954, 2.494], [-4.952, 3.308, 0.968], [-4.069, 4.289, -2.134], [-3.498, 5.762, -1.405], [-5.856, 5.936, -1.553], [-5.500, 5.657, 0.157], [-8.294, 4.364, -1.284], [-7.668, 5.111, 0.211], [-7.338, -1.015, 0.025], [-1.381, 4.534, -1.106], [0.707, 3.726, 1.201], [7.303, -2.086, -1.921], [7.488, -2.453, -0.457], [6.457, -3.341, 0.048], [6.486, -3.485, 1.494], [7.712, -4.150, 2.133], [6.253, -4.567, -0.703], [7.443, -5.523, -0.866], [6.322, -1.640, -2.091], [8.063, -1.361, -2.216], [7.407, -2.950, -2.579], [7.445, -1.532, 0.131], [8.502, -2.861, -0.324], [5.588, -4.026, 1.806], [6.382, -2.483, 1.924], [7.709, -5.230, 1.996], [7.707, -3.965, 3.209], [8.647, -3.754, 1.738], [5.898, -4.295, -1.700], [5.418, -5.106, -0.248], [8.367, -4.992, -1.100], [7.248, -6.216, -1.687], [7.613, -6.124, 0.026]],
  "lowdin_charge": [0.045, 0.140, -0.458, -0.038, -0.100, -0.216, 0.008, -0.191, -0.040, -0.222, -0.431, -0.052, 1.031, -0.458, -0.071, -0.019, -0.194, -0.118, -0.215, -0.117, -0.100, -0.430, 0.135, 0.135, -0.370, 0.155, 0.168, -0.406, 0.164, 0.165, -0.308, 0.114, 0.114, 0.031, -0.260, 0.048, 0.078, 0.085, 0.081, 0.113, 0.113, 0.116, 0.086, 0.078, 0.064, 0.114, 0.105, 0.090, 0.131, 0.120, 0.130, 0.135, 0.147, 0.146, 0.170, 0.121, 0.137, -0.089, -0.276, -0.202, -0.257, -0.084, -0.250, -0.081, 0.074, 0.073, 0.064, 0.117, 0.101, 0.107, 0.108, 0.056, 0.071, 0.066, 0.098, 0.114, 0.067, 0.072, 0.055],
  "smiles": "[H]/N=C(/C)Cc1cc(C)c2c(c1)Sc1ccc(CCOCC(F)(F)C(F)(F)C(F)(F)C(F)F)cc1N2.CCN(CC)CC",
  "energy_ev": -69766.3867
}


# 3
{
  "formula": "C29H37N2O2",
  "method": "the ωB97M-V functional and the def2-TZVPD basis",
  "species": ["C", "O", "C", "C", "C", "C", "C", "N", "C", "C", "C", "N", "C", "C", "C", "C", "C", "C", "C", "C", "C", "C", "C", "C", "C", "C", "C", "C", "C", "C", "O", "C", "C", "H", "H", "H", "H", "H", "H", "H", "H", "H", "H", "H", "H", "H", "H", "H", "H", "H", "H", "H", "H", "H", "H", "H", "H", "H", "H", "H", "H", "H", "H", "H", "H", "H", "H", "H", "H", "H"],
  "positions_angstrom": [[2.448, 6.830, -1.820], [2.279, 5.670, -2.609], [2.142, 4.478, -2.004], [2.130, 4.266, -0.628], [1.980, 2.982, -0.138], [1.842, 1.892, -0.979], [1.725, 0.493, -0.441], [0.526, -0.187, -0.994], [-0.721, 0.437, -0.508], [-1.925, -0.198, -1.183], [-1.996, -1.694, -0.836], [-2.097, -1.960, 0.600], [-3.192, -1.271, 1.284], [-2.802, -0.903, 2.726], [-1.880, 0.283, 2.773], [-2.353, 1.545, 2.423], [-1.519, 2.647, 2.444], [-0.192, 2.508, 2.817], [0.291, 1.261, 3.173], [-0.549, 0.159, 3.152], [-2.177, -3.401, 0.875], [-0.851, -4.095, 1.047], [0.101, -3.586, 1.922], [1.306, -4.238, 2.116], [1.570, -5.420, 1.445], [0.621, -5.946, 0.585], [-0.580, -5.287, 0.387], [-0.695, -2.294, -1.393], [0.510, -1.640, -0.733], [1.846, 2.110, -2.369], [1.672, 0.991, -3.152], [1.795, 1.122, -4.557], [1.992, 3.386, -2.868], [3.352, 6.767, -1.208], [1.580, 7.006, -1.179], [2.547, 7.651, -2.527], [2.242, 5.085, 0.063], [1.980, 2.821, 0.929], [1.651, 0.504, 0.648], [2.602, -0.092, -0.735], [0.593, -0.036, -2.016], [-0.675, 1.509, -0.709], [-0.783, 0.277, 0.570], [-2.823, 0.342, -0.890], [-1.846, -0.104, -2.268], [-2.850, -2.138, -1.381], [-4.097, -1.895, 1.300], [-3.451, -0.352, 0.764], [-3.718, -0.660, 3.269], [-2.338, -1.760, 3.214], [-3.392, 1.667, 2.155], [-1.907, 3.621, 2.185], [0.452, 3.374, 2.856], [1.317, 1.146, 3.491], [-0.168, -0.802, 3.465], [-2.718, -3.528, 1.816], [-2.763, -3.912, 0.095], [-0.120, -2.679, 2.463], [2.034, -3.832, 2.803], [2.504, -5.936, 1.602], [0.813, -6.876, 0.071], [-1.320, -5.712, -0.278], [-0.646, -3.365, -1.210], [-0.666, -2.142, -2.474], [0.453, -1.796, 0.346], [1.435, -2.078, -1.111], [0.998, 1.747, -4.967], [1.709, 0.113, -4.955], [2.767, 1.537, -4.829], [2.003, 3.591, -3.925]],
  "nbo_charge": [-0.257, -0.477, 0.362, -0.331, -0.136, -0.188, -0.220, -0.369, -0.255, -0.420, -0.039, -0.479, -0.210, -0.421, -0.022, -0.219, -0.201, -0.243, -0.168, -0.240, -0.240, -0.056, -0.177, -0.221, -0.210, -0.196, -0.219, -0.428, -0.235, 0.392, -0.557, -0.255, -0.352, 0.185, 0.182, 0.214, 0.232, 0.221, 0.238, 0.230, 0.459, 0.240, 0.260, 0.236, 0.216, 0.193, 0.191, 0.198, 0.229, 0.213, 0.216, 0.223, 0.218, 0.211, 0.211, 0.223, 0.188, 0.198, 0.218, 0.224, 0.224, 0.216, 0.255, 0.213, 0.250, 0.227, 0.189, 0.207, 0.198, 0.240],
  "charge": 1,
  "relative_energy_kcal_mol": 0.0,
  "smiles": "COc1ccc(C[N@H+]2CC[C@@H](N(CCc3ccccc3)Cc3ccccc3)CC2)c(OC)c1"
}